No. 1
The following is a DFT calculation (ωB97M-V with the def2-TZVPD basis set) of a 20-piece molecular cluster, C32H110O38P6 overall at a distorted geometry.

Last column: Löwdin spin population.
Atoms and positions in Å:
C: 4.304 -3.502 1.724  0.00
O: 2.983 -3.487 2.352  0.00
H: 4.344 -2.584 1.138  0.00
H: 5.174 -3.568 2.377  0.00
H: 4.415 -4.402 1.119  0.00
H: 2.402 -2.916 1.844  0.00
C: 6.139 3.871 -0.063  0.00
O: 6.608 4.753 -1.048  0.00
H: 5.201 3.416 -0.381  0.00
H: 6.768 3.016 0.184  0.00
H: 5.905 4.362 0.882  0.00
H: 7.175 5.404 -0.628  0.00
C: -1.127 0.078 -3.213  0.00
O: -0.353 0.306 -4.348  0.00
H: -0.474 0.128 -2.341  0.00
H: -1.901 0.818 -3.009  0.00
H: -1.422 -0.971 -3.252  0.00
H: 0.046 1.178 -4.306  0.00
C: 3.380 -0.408 3.836  0.00
O: 4.268 0.686 4.056  0.00
H: 3.416 -1.112 4.667  0.00
H: 2.353 -0.052 3.756  0.00
H: 3.609 -0.986 2.942  0.00
H: 3.918 1.222 4.772  0.00
C: -0.936 2.870 4.210  0.00
O: -0.568 4.007 3.535  0.00
H: -1.064 2.021 3.538  0.00
H: -0.155 2.796 4.966  0.00
H: -1.927 3.037 4.633  0.00
H: -0.148 4.633 4.129  0.00
C: -4.023 -2.929 2.649  0.00
O: -3.624 -2.383 3.870  0.00
H: -3.716 -3.975 2.644  0.00
H: -5.107 -2.865 2.562  0.00
H: -3.543 -2.287 1.910  0.00
H: -2.667 -2.435 3.914  0.00
C: 5.385 -0.327 -0.534  0.00
O: 5.566 -1.038 -1.771  0.00
H: 5.820 -0.868 0.307  0.00
H: 5.827 0.651 -0.725  0.00
H: 4.347 -0.155 -0.249  0.00
H: 5.265 -1.945 -1.681  0.00
C: 0.249 -3.020 -5.196  0.00
O: 1.139 -2.019 -4.782  0.00
H: -0.364 -2.452 -5.896  0.00
H: 0.870 -3.839 -5.561  0.00
H: -0.414 -3.359 -4.400  0.00
H: 0.568 -1.248 -4.747  0.00
C: 3.129 0.195 -3.617  0.14
O: 4.447 0.655 -3.445  0.71
H: 2.576 0.704 -2.827  0.09
H: 2.732 0.554 -4.566  0.02
H: 3.015 -0.888 -3.565  0.02
H: 4.908 0.076 -2.834  0.01
C: 5.726 -4.664 -1.569  0.00
O: 4.737 -3.684 -1.771  0.00
H: 6.441 -4.379 -2.341  0.00
H: 6.273 -4.545 -0.634  0.00
H: 5.385 -5.689 -1.713  0.00
H: 4.276 -3.825 -2.601  0.00
C: -2.965 -4.439 -3.490  0.00
O: -2.335 -3.415 -2.785  0.00
H: -2.149 -4.999 -3.946  0.00
H: -3.658 -5.073 -2.936  0.00
H: -3.531 -4.058 -4.340  0.00
H: -1.969 -3.633 -1.925  0.00
C: -0.286 -1.253 4.763  0.00
O: -0.605 -2.016 3.612  0.00
H: 0.762 -1.171 5.053  0.00
H: -0.567 -0.201 4.713  0.00
H: -0.910 -1.607 5.584  0.00
H: 0.097 -1.856 2.978  0.00
C: 2.939 -5.260 -4.657  0.00
O: 2.994 -4.089 -3.905  0.00
H: 1.914 -5.630 -4.630  0.00
H: 3.313 -5.135 -5.673  0.00
H: 3.569 -6.056 -4.260  0.00
H: 2.422 -3.425 -4.296  0.00
C: -3.942 2.830 -0.353  0.00
O: -3.194 3.310 -1.444  0.00
H: -4.013 1.759 -0.543  0.00
H: -3.478 3.154 0.578  0.00
H: -4.982 3.155 -0.308  0.00
H: -3.395 4.242 -1.559  0.00
C: -0.474 4.818 -2.658  0.00
O: 0.875 4.950 -3.162  0.00
P: 1.390 3.971 -4.335  0.00
O: 1.061 2.557 -4.100  0.00
O: 0.661 4.573 -5.625  0.00
C: 1.062 4.112 -6.927  0.00
O: 2.960 4.292 -4.498  0.00
C: 3.855 3.941 -3.419  0.00
H: -0.395 4.319 -1.692  0.00
H: -1.107 4.287 -3.369  0.00
H: -0.919 5.799 -2.486  0.00
H: 0.248 3.695 -7.519  0.00
H: 1.843 3.359 -6.821  0.00
H: 1.403 5.000 -7.458  0.00
H: 4.317 4.869 -3.082  0.00
H: 4.566 3.260 -3.887  0.00
H: 3.388 3.459 -2.560  0.00
C: 2.724 3.616 3.078  0.00
O: 2.405 4.479 1.989  0.00
P: 2.784 6.037 2.042  0.00
O: 2.075 6.856 3.058  0.00
O: 4.392 6.012 2.201  0.00
C: 5.158 7.236 2.088  0.00
O: 2.420 6.510 0.496  0.00
C: 3.073 5.905 -0.597  0.00
H: 1.828 3.142 3.478  0.00
H: 3.121 4.220 3.894  0.00
H: 3.395 2.850 2.689  0.00
H: 5.797 7.313 2.967  0.00
H: 4.610 8.167 1.939  0.00
H: 5.643 7.154 1.115  0.00
H: 3.925 5.275 -0.340  0.00
H: 3.449 6.606 -1.343  0.00
H: 2.286 5.371 -1.129  0.00
C: -4.410 0.655 3.735  0.00
O: -4.377 2.033 4.017  0.00
P: -5.726 2.828 4.374  0.00
O: -6.931 2.505 3.579  0.00
O: -5.922 2.534 5.947  0.00
C: -4.880 2.576 6.924  0.00
O: -5.298 4.404 4.345  0.00
C: -4.448 4.911 3.377  0.00
H: -3.521 0.146 4.107  0.00
H: -4.419 0.490 2.657  0.00
H: -5.262 0.160 4.201  0.00
H: -4.787 1.573 7.340  0.00
H: -5.148 3.234 7.751  0.00
H: -3.937 2.865 6.460  0.00
H: -4.974 5.749 2.921  0.00
H: -4.115 4.237 2.588  0.00
H: -3.582 5.268 3.934  0.00
C: -7.840 -0.156 1.768  0.00
O: -7.516 -1.292 0.982  0.00
P: -6.634 -1.112 -0.369  0.00
O: -6.988 0.082 -1.171  0.00
O: -6.861 -2.492 -1.206  0.00
C: -6.857 -3.708 -0.520  0.00
O: -5.084 -1.297 0.164  0.00
C: -3.981 -1.415 -0.701  0.00
H: -7.367 -0.204 2.749  0.00
H: -8.926 -0.098 1.839  0.00
H: -7.487 0.776 1.327  0.00
H: -6.157 -4.422 -0.956  0.00
H: -7.840 -4.147 -0.688  0.00
H: -6.825 -3.597 0.564  0.00
H: -4.244 -1.664 -1.729  0.00
H: -3.379 -2.275 -0.404  0.00
H: -3.373 -0.511 -0.676  0.00
C: 0.187 -6.452 -2.041  0.00
O: 0.008 -6.572 -0.676  0.00
P: -1.173 -5.749 0.010  0.00
O: -1.252 -4.358 -0.460  0.00
O: -2.436 -6.686 -0.299  0.00
C: -3.744 -6.204 0.048  0.00
O: -0.869 -5.934 1.590  0.00
C: -0.014 -5.080 2.354  0.00
H: -0.773 -6.437 -2.558  0.00
H: 0.750 -7.319 -2.385  0.00
H: 0.686 -5.529 -2.339  0.00
H: -4.442 -6.193 -0.789  0.00
H: -3.689 -5.144 0.297  0.00
H: -4.198 -6.715 0.897  0.00
H: 0.363 -4.252 1.754  0.00
H: 0.921 -5.547 2.662  0.00
H: -0.549 -4.699 3.224  0.00
C: -1.155 0.328 1.249  0.00
O: -0.429 -0.200 0.146  0.00
P: 1.090 -0.721 0.463  0.00
O: 1.183 -1.621 1.656  0.00
O: 1.912 0.688 0.603  0.00
C: 1.733 1.710 -0.297  0.00
O: 1.648 -1.325 -0.953  0.00
C: 1.334 -2.645 -1.266  0.00
H: -1.324 1.403 1.174  0.00
H: -0.828 0.025 2.244  0.00
H: -2.106 -0.196 1.165  0.00
H: 1.133 1.502 -1.183  0.00
H: 2.703 2.011 -0.692  0.00
H: 1.385 2.616 0.198  0.00
H: 1.119 -3.296 -0.418  0.00
H: 2.074 -3.176 -1.865  0.00
H: 0.445 -2.646 -1.897  0.00

Atoms 1-6, force components in eV/Å:
C -1.4 -0.1 -0.1
O 1.8 -0.8 0.4
H 0.5 -0.2 -0.3
H -0.5 0.4 0.8
H -0.3 0.2 -0.5
H 0.0 0.2 0.0

Calculated values
2S+1   2
HOMO-LUMO gap (alpha / beta)   0.3493 / 0.1117 Eh
E_HOMO (alpha / beta)   -0.425 / -0.425 Eh
LUMO (alpha / beta)   -2.1 / -8.5 eV
⟨S²⟩   0.75
Total energy   -6192.42325 Ha
Largest force on an atom   3.6 eV/Å
Total charge   +1

---

No. 2
The following is a DFT calculation (ωB97M-V with the def2-TZVPD basis set) of one molecule with the formula C5H4N2OS at a distorted geometry.

Last column: natural (NBO) charge in e.
Atoms and positions in Å:
C: 0.944 0.973 -0.822  -0.01
N: 0.337 -0.091 -1.074  -0.40
C: -0.561 -0.765 -0.330  -0.01
C: -0.219 -1.204 0.916  -0.51
S: 1.328 -1.109 1.706  0.64
N: 1.308 -1.500 3.259  -0.50
C: 0.260 -1.780 3.940  -0.14
C: -0.172 -2.094 5.095  0.57
O: -1.030 -2.307 5.899  -0.45
H: 1.647 1.120 -1.555  0.17
H: 0.701 1.792 -0.188  0.17
H: -1.342 -1.147 -0.959  0.23
H: -0.776 -1.775 1.633  0.24

Atoms 1-6, force components in eV/Å:
C -1.1 -0.2 -0.8
N 0.7 -0.5 -0.4
C 0.6 -0.8 2.0
C -0.8 0.0 0.3
S 1.8 1.2 -1.6
N -1.2 -0.5 0.9

Calculated values
HOMO-LUMO gap (alpha / beta)   0.2568 / 0.2569 Eh
E_HOMO (alpha / beta)   -0.304 / -0.304 Eh
LUMO (alpha / beta)   -1.3 / -1.3 eV
Total energy   -775.67703 Ha
Largest force on an atom   4.8 eV/Å

---

- Which of these has the lowest total energy?
  C32H110O38P6

---

- The highest largest force on an atom belongs to which entry?
  C5H4N2OS

---

- Which of these has the highest largest force on an atom?
  C5H4N2OS